Record 1
Molecular formula: C4H4N2O2
Method: DFT, ωB97M-V with the def2-TZVPD basis set

Geometry (Å):
1 O -1.261 1.730 1.638
2 C -0.585 1.014 0.924
3 O 0.734 1.400 0.679
4 N 1.850 0.591 0.250
5 C 1.473 -0.422 -0.463
6 C 0.017 -0.391 -0.848
7 N -1.213 -1.185 -0.643
8 C -0.748 -0.405 0.453
9 H 2.339 -0.982 -0.778
10 H -0.134 0.465 -1.391
11 H -1.980 -0.790 -1.109
12 H -0.492 -1.025 1.289

Cartesian forces (eV/Å) of the 3 atoms listed first:
1.1013 -1.2102 -1.7517
-1.1886 0.8404 1.6133
0.4304 1.0956 0.5751

* energy relative to the best compared isomer or geometry (same formula, charge and spin): 135.93 kcal per mole
* Kohn-Sham gap: 10.78 eV

Record 2
Molecular formula: C4H4N2O2
Method: DFT, ωB97M-V with the def2-TZVPD basis set

Geometry (Å):
1 C 2.344 -0.891 -0.625
2 C 1.101 -0.776 -0.085
3 O 0.798 0.580 0.309
4 C -0.576 0.688 0.513
5 C -1.713 0.219 -0.148
6 N -2.822 0.812 0.406
7 N -2.410 1.650 1.232
8 O -1.043 1.538 1.373
9 H 2.815 -1.873 -0.952
10 H 2.853 0.057 -0.925
11 H 0.420 -1.590 -0.026
12 H -1.766 -0.414 -1.074

Cartesian forces (eV/Å) of the 3 atoms listed first:
-0.9371 -0.2452 -0.4983
3.9201 1.5889 -1.3155
-3.2084 -2.0160 0.4829

* energy relative to the best compared isomer or geometry (same formula, charge and spin): 103.54 kcal per mole
* Kohn-Sham gap: 10.44 eV

Record 3
Molecular formula: C4H4N2OS
Method: DFT, ωB97M-V with the def2-TZVPD basis set

Geometry (Å):
1 C -1.199 0.324 -0.106
2 C -0.479 -0.898 -0.086
3 C 1.640 -0.031 -0.111
4 C -0.358 1.358 0.051
5 H -3.031 -1.263 0.807
6 H -1.017 -1.872 0.022
7 H 3.311 -0.698 -0.178
8 H -0.471 2.523 -0.123
9 N 0.763 -1.056 -0.176
10 N 2.852 0.124 0.097
11 O 1.034 1.291 -0.111
12 S -3.044 0.198 -0.086

Cartesian forces (eV/Å) of the 3 atoms listed first:
-1.2336 -0.0696 1.1633
-1.3915 -2.1477 -0.2692
-1.4690 3.7458 0.6553

* energy relative to the best compared isomer or geometry (same formula, charge and spin): 82.06 kcal per mole
* Kohn-Sham gap: 8.51 eV

Record 4
Molecular formula: C4H4N2OS
Method: DFT, ωB97M-V with the def2-TZVPD basis set

Geometry (Å):
1 H 2.337 2.484 0.427
2 N 1.387 2.335 0.084
3 C 1.008 1.139 0.124
4 N 1.791 0.142 0.668
5 C 1.402 -1.138 0.527
6 C 0.163 -1.470 0.144
7 C -0.809 -0.497 -0.182
8 S -2.349 -0.659 -0.546
9 O -0.267 0.790 -0.342
10 H 2.696 0.538 0.975
11 H 2.060 -1.885 0.973
12 H -0.204 -2.467 0.161

Cartesian forces (eV/Å) of the 3 atoms listed first:
-0.3507 -0.1596 -0.1135
-0.5063 0.5870 -0.4581
-0.7721 0.5285 -0.0060

* energy relative to the best compared isomer or geometry (same formula, charge and spin): 25.61 kcal per mole
* Kohn-Sham gap: 8.57 eV

Record 5
Molecular formula: C4H4N2OS
Method: DFT, ωB97M-V with the def2-TZVPD basis set

Geometry (Å):
1 C 1.028 0.670 0.664
2 C -0.041 1.311 0.240
3 C 1.658 -0.545 0.104
4 C -0.633 -0.941 -0.631
5 N 1.150 -1.381 -0.592
6 N -1.410 -1.712 -0.133
7 O -2.309 1.153 -1.126
8 S -0.864 0.878 -1.333
9 H 1.409 0.864 1.625
10 H -0.271 2.052 0.858
11 H 2.708 -0.741 0.300
12 H -2.425 -1.607 0.023

Cartesian forces (eV/Å) of the 3 atoms listed first:
0.5331 -1.4296 -0.1215
1.6403 -2.7742 -2.6098
2.3434 3.3709 1.9959

* energy relative to the best compared isomer or geometry (same formula, charge and spin): 113.18 kcal per mole
* Kohn-Sham gap: 8.71 eV

Record 6
Molecular formula: C4H4N2S
Method: DFT, ωB97M-V with the def2-TZVPD basis set

Geometry (Å):
1 C 1.196 1.090 -0.147
2 C 1.218 -0.364 0.052
3 C -1.491 0.246 0.117
4 C 1.622 -1.598 0.127
5 N 0.076 0.414 0.107
6 N -2.145 1.489 0.070
7 S -2.241 -1.170 -0.016
8 H 0.989 -2.380 0.251
9 H 2.718 -1.738 0.057
10 H -1.602 2.216 0.503
11 H -3.081 1.489 0.419

Cartesian forces (eV/Å) of the 3 atoms listed first:
-0.3746 0.6932 0.0199
-1.3238 0.5806 0.1277
1.1376 2.1982 -0.7827

* energy relative to the best compared isomer or geometry (same formula, charge and spin): 112.74 kcal per mole
* Kohn-Sham gap: 8.59 eV

Record 7
Molecular formula: C4H4N2S2
Method: DFT, ωB97M-V with the def2-TZVPD basis set

Geometry (Å):
1 S -3.268 -0.478 -0.143
2 C -1.516 -0.589 -0.091
3 S -0.770 -2.013 0.500
4 N 0.972 -1.992 -0.129
5 C 1.380 -0.853 -0.510
6 C 0.810 0.560 -0.208
7 N 0.170 0.659 1.103
8 C -0.667 0.752 -0.104
9 H 2.385 -0.903 -1.135
10 H 1.233 1.476 -0.605
11 H 0.284 1.627 1.714
12 H -1.014 1.755 -0.391

Cartesian forces (eV/Å) of the 3 atoms listed first:
3.5751 -0.4430 -0.1100
-2.8916 2.6425 0.4923
1.3312 0.0628 -1.0388

* energy relative to the best compared isomer or geometry (same formula, charge and spin): 86.37 kcal per mole
* Kohn-Sham gap: 7.90 eV

Record 8
Molecular formula: C4H4N2S2
Method: DFT, ωB97M-V with the def2-TZVPD basis set

Geometry (Å):
1 C 0.939 -0.085 0.066
2 C 0.389 -0.861 -0.918
3 C -1.007 -0.512 -1.119
4 C -1.112 0.853 0.649
5 H 2.730 -1.768 -0.188
6 H 0.786 -1.839 -1.316
7 H -1.428 -0.887 -2.047
8 H -0.586 2.307 2.246
9 N -1.632 0.245 -0.322
10 N 0.226 0.906 0.730
11 S 2.633 -0.039 0.278
12 S -1.936 1.679 1.942

Cartesian forces (eV/Å) of the 3 atoms listed first:
-1.4243 2.3356 0.1807
-3.1185 -1.3633 0.0602
3.9689 -2.5037 -1.7958

* energy relative to the best compared isomer or geometry (same formula, charge and spin): 70.06 kcal per mole
* Kohn-Sham gap: 8.38 eV

Record 9
Molecular formula: C4H4N3
Method: DFT, ωB97M-V with the def2-TZVPD basis set

Geometry (Å):
1 C -1.754 0.290 0.187
2 C -0.431 0.314 0.017
3 C 1.998 0.244 0.291
4 C 0.831 0.773 -0.169
5 N -2.373 -0.917 -0.028
6 N -0.342 -1.811 -0.488
7 N -1.449 -1.655 -0.331
8 H -2.349 1.130 0.525
9 H 2.937 0.744 0.106
10 H 2.033 -0.733 0.753
11 H 0.899 1.619 -0.863

Cartesian forces (eV/Å) of the 3 atoms listed first:
0.3388 -0.1444 -0.2412
-0.2681 1.3485 1.0626
-0.2302 -0.1877 0.1816

* net charge: +1
* energy relative to the best compared isomer or geometry (same formula, charge and spin): 117.82 kcal per mole
* Kohn-Sham gap (alpha / beta): 6.85 / 6.85 eV

Record 10
Molecular formula: C4H4N3O3
Method: DFT, ωB97M-V with the def2-TZVPD basis set

Geometry (Å):
1 C -2.075 1.312 -0.869
2 C -4.123 -0.099 0.108
3 C -0.891 -1.195 0.280
4 C 0.615 0.641 0.759
5 N -3.143 0.815 -0.793
6 N -1.309 -2.229 -0.129
7 N -0.174 -0.482 0.895
8 O -1.185 2.025 -1.122
9 O -4.489 -1.008 -0.606
10 O -4.380 0.367 1.193
11 H 1.612 0.296 0.601
12 H 0.206 1.335 0.066
13 H 0.650 1.137 1.750
14 H -2.342 -2.431 -0.308

Cartesian forces (eV/Å) of the 3 atoms listed first:
-2.5373 -0.1072 -0.2158
-0.0473 0.8023 -1.0763
-3.0364 6.0559 -2.2667

* 2S+1: 3
* net charge: -1
* energy relative to the best compared isomer or geometry (same formula, charge and spin): 13.53 kcal per mole
* Kohn-Sham gap (alpha / beta): 4.73 / 5.60 eV

Record 11
Molecular formula: C4H4N3O8
Method: DFT, ωB97M-V with the def2-TZVPD basis set

Geometry (Å):
1 C -2.098 2.550 -1.940
2 C 0.613 -0.885 -0.613
3 C 0.064 1.085 1.701
4 C 1.068 -1.112 0.782
5 N 1.294 -1.767 -1.563
6 N -0.529 1.886 0.822
7 N 0.337 -1.800 1.680
8 O -2.108 1.519 -2.443
9 O -2.279 3.649 -1.660
10 O 2.262 -1.349 -2.131
11 O 0.873 -2.890 -1.711
12 O -1.121 2.809 1.377
13 O -0.230 1.963 -0.412
14 O 0.858 -2.049 2.790
15 O -0.878 -2.025 1.554
16 H 0.814 0.259 -0.967
17 H -0.533 -1.223 -0.597
18 H -0.504 0.528 2.336
19 H 2.096 -1.148 0.995

Cartesian forces (eV/Å) of the 3 atoms listed first:
-0.7254 0.4503 -0.9159
-2.7324 2.0300 0.2095
2.8503 -0.5578 -1.4383

* net charge: -1
* Kohn-Sham gap (alpha / beta): 7.28 / 7.28 eV

Record 12
Molecular formula: C4H4N4
Method: DFT, ωB97M-V with the def2-TZVPD basis set

Geometry (Å):
1 N -2.795 0.333 -0.498
2 C -1.700 0.148 -0.196
3 C -0.274 0.266 0.103
4 N 0.060 1.425 0.915
5 C 0.690 -0.185 -0.951
6 C 1.238 -1.349 -0.557
7 N 0.681 -1.726 0.755
8 N -0.122 -0.887 1.115
9 H -0.267 2.153 0.281
10 H -0.457 1.296 1.802
11 H 0.928 0.532 -1.808
12 H 2.017 -2.006 -0.961

Cartesian forces (eV/Å) of the 3 atoms listed first:
0.1875 -0.4223 0.2293
-0.6832 1.0911 -1.2070
0.8307 -2.7947 2.1343

* energy relative to the best compared isomer or geometry (same formula, charge and spin): 61.76 kcal per mole
* Kohn-Sham gap: 9.63 eV